# 1
Entry from OMol25: C10H8ClNO as an isolated structure (the ωB97M-V functional and the def2-TZVPD basis).

Results
HOMO energy = -8.81 eV
Lowest unoccupied orbital energy = -0.178 eV
Gap between HOMO and LUMO = 8.635 eV

XYZ file:
```
21
C10H8ClNO the ωB97M-V functional and the def2-TZVPD basis
C -3.054 -1.136 0.164
C -2.479 -0.048 -0.531
C -2.197 -2.090 0.718
C -1.123 0.094 -0.590
C -0.853 -1.956 0.614
C -0.249 -0.832 -0.066
C 1.211 1.891 0.400
C 2.489 2.127 0.734
C 1.205 -0.682 -0.305
C 1.613 0.813 -0.510
N 2.997 1.047 -0.015
O 2.050 -1.574 -0.431
Cl 4.302 1.347 -1.123
H -4.092 -1.233 0.181
H -3.095 0.665 -1.031
H -2.515 -2.787 1.422
H -0.888 0.711 -1.369
H -0.169 -2.401 1.198
H 0.223 2.237 0.918
H 3.023 2.799 1.288
H 1.602 1.009 -1.666
```

***

# 2
Entry from OMol25: C10H8F6N4O4PdS4 as an isolated structure (the ωB97M-V functional and the def2-TZVPD basis).

Results
HOMO energy = -8.92 eV
Lowest unoccupied orbital energy = -1.591 eV
Gap between HOMO and LUMO = 7.331 eV

XYZ file:
```
37
C10H8F6N4O4PdS4 the ωB97M-V functional and the def2-TZVPD basis
Pd 0.285 -0.037 0.024
C 3.562 4.297 -1.223
S 4.001 2.687 -0.545
C 2.452 1.922 -0.436
S 2.510 0.269 0.105
N 1.379 2.576 -0.791
N 0.261 1.797 -0.663
C -0.888 2.293 -0.941
C -2.047 1.398 -0.809
C -3.346 1.783 -1.077
C -4.357 0.840 -0.932
C -4.040 -0.444 -0.530
C -2.711 -0.759 -0.268
N -1.751 0.142 -0.410
H 4.500 4.839 -1.324
H 2.898 4.829 -0.546
H 3.091 4.188 -2.196
H -0.976 3.322 -1.270
H -3.559 2.796 -1.389
H -5.384 1.112 -1.133
H -4.800 -1.203 -0.411
H -2.402 -1.746 0.037
F 0.687 -1.581 4.679
C 1.088 -1.522 3.411
F 2.100 -2.359 3.231
F 1.489 -0.282 3.143
S -0.338 -1.996 2.341
O -1.262 -0.909 2.442
O -0.711 -3.308 2.745
N 0.386 -1.973 0.870
S 0.255 -3.270 -0.104
O -0.872 -3.138 -0.985
O 0.506 -4.496 0.573
C 1.731 -3.038 -1.196
F 1.570 -2.021 -2.040
F 2.832 -2.850 -0.478
F 1.861 -4.156 -1.904
```

***

# 3
Entry from OMol25: C10H8F6NO7RhS3 as an isolated structure (the ωB97M-V functional and the def2-TZVPD basis).

Results
Charge = -2
HOMO energy = -1.09 eV
Lowest unoccupied orbital energy = 4.790 eV
Gap between HOMO and LUMO = 5.878 eV

XYZ file:
```
36
C10H8F6NO7RhS3 the ωB97M-V functional and the def2-TZVPD basis
Rh -1.292 1.560 -1.040
F 2.685 -2.060 -0.121
C 2.941 -0.770 0.148
F 4.273 -0.627 0.192
F 2.473 -0.030 -0.854
S 2.154 -0.287 1.746
O 0.759 -0.530 1.524
O 2.847 -1.084 2.721
N 2.607 1.204 1.890
S 1.964 2.506 1.275
O 2.946 3.251 0.540
O 0.636 2.400 0.752
C 1.750 3.475 2.828
F 0.929 2.866 3.681
F 1.241 4.677 2.534
F 2.921 3.676 3.455
C -0.999 0.339 -2.152
C -0.755 -1.069 -2.499
C -0.974 -1.546 -3.791
C -0.728 -2.876 -4.099
C -0.253 -3.741 -3.119
C -0.028 -3.267 -1.832
C -0.279 -1.940 -1.519
H -1.341 -0.861 -4.546
H -0.904 -3.240 -5.106
H -0.054 -4.779 -3.359
H 0.356 -3.931 -1.066
H -0.099 -1.553 -0.521
C -2.988 0.161 1.672
S -3.475 1.855 1.439
O -3.501 2.470 2.752
O -2.385 2.411 0.592
O -4.753 1.828 0.747
H -1.990 0.151 2.106
H -2.972 -0.321 0.696
H -3.711 -0.317 2.333
```